(1)
The following is a DFT calculation (ωB97M-V with the def2-TZVPD basis set) of C19H57Ag4N13O10 as an isolated structure.

The HOMO energy (alpha / beta) comes out at -8.692 / -10.058 eV. The gap between HOMO and LUMO (alpha / beta) comes out at 5.32 / 6.12 eV. The net charge is +1. As for the lowest unoccupied orbital energy (alpha / beta): -3.4 / -3.9 eV. Its spin multiplicity is 2.

```
103
Properties=species:S:1:pos:R:3:forces:R:3:mulliken_spin:R:1
Ag 1.852374 3.163185 4.411112 -0.597 -0.045 -0.392 0.06
Ag -1.000156 0.922585 4.118352 0.632 -0.378 -0.339 0.62
Ag 1.766414 -0.142585 3.543402 -0.995 0.139 -0.428 0.08
Ag -2.104546 -2.253775 3.405712 0.606 0.083 -0.287 0.10
O 1.001234 1.876215 2.233832 -0.662 -1.955 -0.414 0.00
C 0.154174 1.353625 1.151832 0.576 2.028 0.009 0.22
C -0.282246 -0.111735 1.031232 -0.374 -0.934 1.798 -0.04
O -0.513326 -0.768375 2.266652 1.066 0.164 0.992 -0.08
H 0.696984 1.608545 0.241632 0.192 -0.279 -0.497 0.00
H -0.679086 2.048655 1.048342 -0.790 -0.227 0.311 -0.03
H 0.525994 -0.557895 0.451762 0.252 -0.754 -0.095 -0.02
H -1.198276 -0.412945 0.523032 -0.073 1.316 -1.101 -0.02
C 1.380574 -5.333505 -0.972658 -0.622 -0.008 0.408 0.00
C 0.990414 -4.483455 -2.143878 2.962 0.348 0.124 0.00
C 0.064644 -3.358625 -1.713678 1.468 -0.907 0.267 0.00
O -0.219736 -2.543495 -2.782418 -1.013 -0.112 -0.405 0.00
C -1.197466 -1.590445 -2.495848 -0.394 0.576 -1.975 0.00
N 2.311114 -3.903805 -2.652778 -2.428 -2.348 -0.855 0.00
H 1.882504 -6.249795 -1.283418 0.199 0.275 -0.024 0.00
H 0.408984 -5.626425 -0.574768 0.143 -0.245 1.028 0.00
H 2.005914 -4.740015 -0.305708 -0.165 -0.382 0.426 0.00
H 0.596234 -5.270635 -2.786578 -0.396 0.918 -1.003 0.00
H 0.671574 -2.741255 -1.051418 0.011 -0.093 0.932 0.00
H -0.790566 -3.781605 -1.186598 -0.584 0.227 -0.022 0.00
H -2.087696 -1.921945 -1.961348 0.229 -0.402 0.559 0.00
H -1.567736 -1.379205 -3.499028 -0.291 0.566 -0.002 0.00
H -0.804896 -0.651985 -2.104328 0.170 -0.020 0.481 0.00
H 2.699354 -3.218215 -2.020848 -0.331 0.121 -0.527 0.00
H 2.085004 -3.609275 -3.592048 0.662 0.786 0.065 0.00
C -3.202946 -5.883235 0.770072 -0.635 1.055 -2.025 0.00
C -2.904386 -4.474475 1.322902 1.403 -2.671 -1.183 0.01
C -3.776996 -3.403345 0.786462 -0.104 0.221 -0.223 0.00
O -3.382436 -2.194885 1.398412 -0.224 0.054 0.381 0.01
C -3.967236 -1.032435 0.892942 0.401 1.653 -0.293 -0.01
N -2.819486 -4.635885 2.728792 -0.630 0.872 2.515 0.00
H -3.127786 -5.835915 -0.316308 0.331 -0.118 -0.290 0.00
H -4.255076 -6.151435 0.865902 0.052 -0.336 0.767 0.00
H -2.480306 -6.635465 1.086342 -0.294 0.053 0.298 0.00
H -1.854986 -4.318655 1.072772 0.026 0.655 -0.730 0.00
H -4.840346 -3.592685 0.933262 -0.220 -0.069 0.310 0.00
H -3.626146 -3.381345 -0.292818 0.093 0.256 -0.215 0.00
H -3.652046 -0.148785 1.447862 0.346 -0.328 0.739 0.01
H -5.053186 -0.952075 0.941392 -0.136 -0.708 -0.372 0.00
H -3.526186 -0.781695 -0.071788 -0.558 -0.416 -0.621 0.00
H -3.737656 -4.865195 3.081632 -0.539 0.270 0.355 0.00
H -2.366786 -5.529315 2.859012 0.684 0.114 0.424 0.00
C -1.807556 1.893795 -5.362478 0.899 -0.454 0.081 0.00
C -3.099416 2.437615 -4.746088 1.265 1.063 0.054 0.00
C -2.720046 3.701915 -3.925148 0.005 -1.299 2.093 0.00
O -1.923656 3.444015 -2.716738 1.295 1.333 -0.603 0.00
C -2.364426 2.560165 -1.706988 -1.068 -0.778 -2.685 0.00
N -3.993476 2.877855 -5.768178 -0.766 0.221 -0.977 0.00
H -1.010276 2.605025 -5.578358 -0.095 0.773 0.862 0.00
H -1.793486 1.479145 -6.370418 -1.197 -0.757 0.218 0.00
H -1.421116 1.185945 -4.629188 0.461 -0.225 -0.328 0.00
H -3.527196 1.671515 -4.099408 -0.272 0.057 -0.153 0.00
H -3.604836 4.250665 -3.602468 -0.380 -0.089 -0.029 0.00
H -2.135186 4.369395 -4.558008 0.231 -0.096 0.197 0.00
H -1.793206 2.582565 -0.778928 -0.237 0.697 -0.159 0.00
H -2.245116 1.568055 -2.142408 0.217 -0.671 0.385 0.00
H -3.449946 2.657515 -1.690388 -0.245 0.184 1.204 0.00
H -3.724366 3.822295 -6.004258 -0.130 0.154 -0.481 0.00
H -4.977036 2.915795 -5.541738 0.026 -0.154 0.351 0.00
C 2.912334 5.523795 1.419122 -1.504 -1.587 1.828 0.00
O 2.850744 6.655605 1.716502 -0.332 4.654 0.501 0.00
N 3.822304 4.925925 0.770932 5.249 -0.889 -3.750 0.00
N 2.083634 4.599055 1.855112 -3.504 -1.081 2.349 0.01
H 4.432094 5.595765 0.324192 0.630 -0.944 -0.426 0.00
H 3.730004 3.930735 0.625412 0.737 0.557 -0.529 0.00
H 1.231564 5.020455 2.196432 0.027 -0.855 -0.009 0.00
H 2.141244 3.622475 1.603972 -0.695 0.133 0.094 0.01
C 4.596114 2.107365 3.026832 -3.193 -0.526 -0.006 0.01
O 3.991854 2.433955 4.039702 -0.685 0.588 1.945 0.00
N 5.868504 2.027405 2.948002 3.737 0.531 0.905 0.00
N 3.949364 1.678385 1.965002 -0.116 0.248 -1.336 0.00
H 6.275084 2.207115 2.041082 0.708 -0.003 0.617 0.00
H 6.206134 2.343385 3.845922 1.394 0.262 -0.498 0.00
H 4.580024 1.378665 1.235252 -1.272 -0.679 -0.390 0.00
H 2.963734 1.571765 2.158022 -0.926 -0.232 -1.315 0.02
C 3.374674 -0.655465 -1.470508 1.351 -2.672 -1.891 0.00
O 3.347474 -1.865425 -1.280618 0.285 0.415 0.882 0.00
N 2.806944 0.238305 -0.754998 -2.716 2.690 3.929 0.00
N 4.006974 -0.065465 -2.465988 1.961 0.430 -2.729 0.00
H 2.192314 -0.091375 -0.024488 0.065 0.660 -0.051 0.00
H 2.892084 1.212075 -1.009188 -0.512 -0.294 0.493 0.00
H 3.895584 0.928145 -2.608888 0.247 -0.458 -0.359 0.00
H 4.513274 -0.614665 -3.145808 -0.150 0.178 0.137 0.00
C 2.137794 -3.315645 2.196222 1.021 -6.211 3.378 0.01
O 2.849094 -4.090275 2.795842 1.815 -0.444 0.967 0.00
N 2.456634 -2.282225 1.579382 3.033 7.516 -3.181 0.01
N 0.902634 -3.596915 2.009412 -5.789 -1.364 -0.074 0.00
H 1.683454 -1.943905 1.024562 0.924 0.370 -0.612 0.01
H 3.393234 -2.272955 1.201502 -0.124 0.366 -0.250 0.00
H 0.538904 -4.395375 2.509692 -0.164 0.370 -0.065 0.00
H 0.331584 -2.811895 1.730592 -0.936 -0.436 0.285 -0.01
C -0.786266 4.909835 3.525992 0.115 0.454 1.074 0.00
O -0.458046 4.330635 4.569012 0.503 -0.347 0.064 -0.02
N -1.220426 6.160185 3.444462 -0.979 2.304 1.086 0.00
N -0.678526 4.422425 2.317202 -0.159 -2.320 -2.843 0.00
H -1.353716 6.723435 4.272162 0.058 -0.226 -0.138 0.00
H -1.609706 6.505365 2.578782 0.112 0.056 0.402 0.00
H -0.933036 4.955425 1.497912 0.024 -0.126 0.263 0.00
H -0.401096 3.465595 2.151072 0.301 -0.060 0.356 0.03
```
Positions in Å, forces in eV/Å.

***

(2)
The following is a DFT calculation (ωB97M-V with the def2-TZVPD basis set) of a 9-piece molecular cluster, C19H57N13O16P2 overall.

The HOMO energy (alpha / beta) comes out at -1.167 / -4.710 eV. The gap between HOMO and LUMO (alpha / beta) comes out at 3.29 / 6.84 eV. The net charge is -1. As for the lowest unoccupied orbital energy (alpha / beta): 2.1 / 2.1 eV. Its spin multiplicity is 2.

```
107
Properties=species:S:1:pos:R:3:forces:R:3:mulliken_spin:R:1
O -5.209827 -0.035595 -3.584327 1.193 0.318 -1.357 0.00
P -4.233430 0.294742 -4.689746 1.140 0.433 -0.705 0.00
N -4.840068 1.381247 -5.881045 -0.816 -2.439 0.908 0.00
C -4.672678 1.296707 -7.335841 -0.997 -0.245 1.100 0.00
C -6.019170 2.130416 -5.397948 1.547 0.899 -1.242 0.00
N -3.525509 -1.035135 -5.541647 -1.602 0.624 -1.407 0.00
C -2.255652 -1.606930 -5.203269 1.172 -0.496 1.357 0.00
C -4.449617 -2.053580 -6.201129 0.571 1.220 2.178 0.00
N -2.947958 1.270557 -4.242642 0.727 -1.271 2.014 0.00
C -1.934333 1.685888 -5.273244 -2.233 0.353 0.332 0.00
C -2.904709 1.856005 -2.866624 0.836 -0.394 -0.394 -0.01
H -4.423455 2.313209 -7.640331 0.169 -0.222 -0.676 0.00
H -5.617483 0.960165 -7.762676 -0.383 0.404 -0.423 0.00
H -3.992634 0.512346 -7.668139 0.573 0.455 0.422 0.00
H -6.012269 2.261677 -4.315893 -0.201 -0.497 -0.153 0.00
H -6.960103 1.793278 -5.832776 -0.162 -0.236 0.318 0.00
H -5.786389 3.114281 -5.805296 -0.678 0.529 0.011 0.00
H -2.341393 -2.228561 -4.312009 0.133 0.133 0.611 0.00
H -1.802843 -2.332694 -5.878797 -0.639 0.255 -0.972 0.00
H -1.444946 -0.893237 -5.056657 -0.381 0.210 0.240 0.00
H -3.828469 -2.906343 -6.475118 -0.207 0.315 -0.640 0.00
H -5.086452 -2.409233 -5.391153 -0.443 -0.259 -0.151 0.00
H -5.082549 -1.593300 -6.959839 0.301 -0.253 -0.257 0.00
H -1.987080 0.972013 -6.095256 0.230 -0.014 0.099 0.00
H -2.400977 2.602582 -5.633835 0.649 0.447 -0.493 0.00
H -0.898711 1.851327 -4.976230 -0.325 -0.295 0.570 0.00
H -2.844184 2.944216 -2.882032 -0.133 0.148 -0.298 0.00
H -2.029246 1.519083 -2.311520 0.317 -0.079 -0.174 0.01
H -3.733308 1.578272 -2.215163 -0.303 -0.204 -0.748 0.00
O 2.606014 -1.162190 8.198051 0.793 0.777 -1.763 0.00
P 2.667761 -1.200177 6.691436 -0.344 -0.083 -0.202 0.00
N 1.155878 -1.790390 6.070264 -0.071 -0.348 -0.331 0.00
C -0.056837 -0.896353 6.146912 1.119 0.377 -0.075 0.00
C 0.868561 -3.254889 6.226190 1.215 1.089 1.559 0.00
N 4.007473 -2.243524 6.239903 -1.168 1.722 2.794 0.00
C 4.115548 -2.920936 5.049508 -0.114 -0.443 -2.687 0.00
C 5.113088 -2.430250 7.208127 -1.142 0.415 0.355 0.00
N 2.953853 0.274021 5.795175 -1.875 -0.606 3.793 0.00
C 3.940992 1.171129 6.366783 0.041 -1.114 -0.026 0.00
C 2.775857 0.393893 4.386624 0.290 -0.865 -0.015 -0.02
H -0.058725 -0.211237 6.994682 0.548 0.044 0.180 0.00
H -1.010285 -1.406927 6.282442 0.346 -0.659 -0.411 0.00
H -0.073634 -0.290707 5.240817 -0.333 -0.039 -0.020 0.01
H 1.799847 -3.761854 5.973626 -0.463 -0.440 -0.577 0.00
H -0.058654 -3.650786 5.811896 0.370 0.499 -0.926 0.00
H 0.754020 -3.481524 7.286192 -0.053 0.033 0.452 0.00
H 4.890192 -2.527544 4.391274 0.697 0.012 -0.009 0.00
H 4.300656 -3.987510 5.176981 -0.172 -0.302 -0.079 0.00
H 3.241784 -2.739275 4.423685 -0.383 -0.419 0.126 0.00
H 5.363758 -1.469799 7.658464 0.200 -0.026 -0.020 0.00
H 4.786691 -3.067782 8.029781 0.076 -0.172 0.082 0.00
H 6.004581 -2.869412 6.760392 -0.200 0.107 -0.370 0.00
H 3.879812 1.197947 7.454734 -0.068 0.021 -0.023 0.00
H 4.881849 0.701804 6.079334 0.882 0.745 0.093 0.00
H 3.817689 2.171528 5.951939 0.129 -0.059 0.003 0.00
H 3.626635 -0.157291 3.986034 -0.287 -0.368 -1.194 -0.01
H 2.916143 1.419109 4.044048 -0.503 0.064 0.163 0.00
H 1.779394 -0.000627 4.187852 0.434 0.070 -1.061 0.02
C 2.490875 -1.071715 -3.374456 0.761 -0.234 0.453 -0.01
N 1.326918 -1.043500 -4.227794 0.016 -0.093 -2.361 0.00
O 0.652472 -0.048683 -4.219121 -0.824 0.666 0.437 0.00
O 1.165318 -1.949454 -5.043688 -0.056 -0.074 0.687 0.00
H 2.971166 -0.095209 -3.436601 -0.253 -0.007 0.224 0.00
H 3.151317 -1.834146 -3.787517 -0.178 -0.093 0.565 0.00
H 2.098883 -1.250420 -2.373200 0.516 -0.090 0.187 0.02
C 0.189875 4.350755 1.873788 -2.660 1.559 0.929 0.00
N 0.957829 3.695132 0.859404 -0.695 -2.247 -0.604 0.00
O 0.446446 3.311752 -0.181526 -0.437 1.111 0.154 0.00
O 2.069202 3.410570 1.169568 2.462 0.024 0.450 0.00
H 0.037720 5.387223 1.572658 0.514 0.202 0.061 0.00
H 0.543550 4.271453 2.901765 0.718 -0.135 -0.588 0.00
H -0.845368 4.010559 1.899240 0.253 -0.595 -0.398 0.00
C 5.082139 -2.112296 0.827416 0.145 -0.791 0.241 -0.01
N 4.761787 -3.068781 -0.248959 -0.624 1.165 -0.904 0.00
O 3.915807 -2.643684 -1.001551 -0.342 -0.697 -0.884 0.00
O 5.374758 -4.108420 -0.374052 0.014 -0.105 0.297 0.00
H 5.958013 -1.595066 0.435729 0.249 -0.131 0.592 0.00
H 5.225381 -2.814318 1.648845 0.511 0.848 0.495 0.00
H 4.253816 -1.412600 0.938778 -0.173 -0.211 0.093 0.03
C 4.844577 1.972549 -0.067770 -1.269 -0.032 -0.030 0.01
N 3.998418 2.835109 -1.002445 0.744 1.483 -0.480 0.00
O 4.113438 4.084305 -0.900359 -0.036 -2.619 0.087 0.00
O 3.305619 2.287182 -1.828832 0.194 0.115 0.388 0.00
H 4.762245 0.908138 -0.287640 -0.004 0.258 -0.897 -0.01
H 4.250688 1.990718 0.846046 0.528 0.614 0.454 0.00
H 5.867815 2.347983 -0.079235 -0.386 0.143 0.354 0.00
C -4.355390 2.011812 0.436356 0.129 0.080 -0.856 0.00
N -3.790726 3.373382 0.768299 -0.916 0.316 -0.384 0.00
O -2.986324 3.339303 1.657800 0.630 0.315 0.563 0.00
O -4.196818 4.407100 0.228760 0.258 -1.422 0.189 0.00
H -4.912307 1.676936 1.311451 0.006 0.135 -0.218 0.00
H -3.524637 1.331800 0.247853 0.154 0.182 0.391 0.00
H -4.927410 2.041746 -0.491007 -0.304 0.325 0.401 0.00
C 0.125068 0.406440 -0.480111 1.274 -0.432 1.539 -0.02
N 1.020927 0.410744 0.731304 -3.025 1.668 -2.246 0.51
O 0.483484 0.794338 1.806297 -0.655 0.434 2.161 0.25
O 2.140975 -0.124154 0.643307 2.938 -1.562 -0.225 0.17
H -0.294614 -0.597790 -0.539295 0.063 -0.328 -0.504 0.04
H 0.818763 0.675980 -1.276510 -0.607 -0.045 -0.450 0.00
H -0.713278 1.083384 -0.315759 0.407 0.225 -0.109 0.00
C -4.725955 -2.806035 -1.503746 0.411 -1.250 0.907 0.00
N -3.620150 -2.219155 -0.728415 2.575 2.066 -0.269 0.01
O -2.420384 -2.389232 -1.048573 -2.767 -0.168 0.605 0.00
O -3.989195 -1.430359 0.142148 0.541 -0.818 -0.437 0.00
H -5.393416 -3.017982 -0.668472 -0.727 0.100 -0.694 0.00
H -4.368778 -3.756039 -1.901254 -0.053 0.275 -0.370 0.00
H -5.065033 -2.079204 -2.241883 -0.039 -0.003 0.121 0.00
```
Positions in Å, forces in eV/Å.